(one)
This record from the Open Molecules 2025 dataset describes the molecule C7H8OS. The level of theory is the ωB97M-V functional and the def2-TZVPD basis.

M, g mol⁻¹: 140.21
Lowest unoccupied orbital energy, eV: 0.19

Geometry (Å):
S: 1.536 -0.095 -1.317
O: -2.614 0.931 -0.682
C: 0.888 -0.229 0.458
C: 0.302 0.707 -0.456
C: 0.074 2.186 -0.316
C: -1.836 0.086 -0.653
C: 0.133 -1.476 0.789
C: -0.645 -1.943 -0.400
C: -1.563 -1.249 -1.022
H: -0.611 -1.082 1.579
H: 0.749 -2.418 1.077
H: -0.194 2.310 0.715
H: -0.298 -2.928 -0.919
H: 1.550 0.284 1.137
H: -0.761 2.496 -0.841
H: 0.847 2.809 -0.564
H: -1.896 -1.534 -2.041

The molecule's natural (NBO) atomic charges, reported in e, are given here: atom 1 (S): 0.133, atom 2 (O): -0.465, atom 3 (C): -0.267, atom 4 (C): -0.271, atom 5 (C): -0.636, atom 6 (C): 0.659, atom 7 (C): -0.484, atom 8 (C): -0.092, atom 9 (C): -0.407, atom 10 (H): 0.234, atom 11 (H): 0.242, atom 12 (H): 0.209, atom 13 (H): 0.225, atom 14 (H): 0.235, atom 15 (H): 0.224, atom 16 (H): 0.212, atom 17 (H): 0.251



(two)
This record from the Open Molecules 2025 dataset describes the molecule C7H8OS. The level of theory is the ωB97M-V functional and the def2-TZVPD basis.

SMILES: O=C1C[C@@H]2SCCC=C12
M, g mol⁻¹: 140.21
Lowest unoccupied orbital energy, eV: 0.54

Geometry (Å):
S: -0.740 -1.603 -0.794
O: 0.765 3.010 -1.185
C: -0.129 0.866 -1.995
C: 0.415 1.886 -1.013
C: 0.372 -0.432 -1.276
C: -0.502 -0.629 1.749
C: 0.394 0.884 0.062
C: 0.054 -1.707 0.904
C: -0.243 0.739 1.202
H: -1.273 0.835 -1.979
H: -1.501 -0.518 1.992
H: -0.003 -0.686 2.679
H: 0.462 0.982 -2.955
H: 1.470 -0.738 -1.383
H: -0.677 1.358 1.916
H: 1.170 -1.484 0.796
H: -0.036 -2.764 1.279

The molecule's natural (NBO) atomic charges, reported in e, are given here: atom 1 (S): 0.245, atom 2 (O): -0.505, atom 3 (C): -0.529, atom 4 (C): 0.547, atom 5 (C): -0.395, atom 6 (C): -0.463, atom 7 (C): -0.101, atom 8 (C): -0.493, atom 9 (C): -0.160, atom 10 (H): 0.255, atom 11 (H): 0.224, atom 12 (H): 0.226, atom 13 (H): 0.239, atom 14 (H): 0.230, atom 15 (H): 0.218, atom 16 (H): 0.227, atom 17 (H): 0.236



(two) wins, 0.0206 hartree ahead of the next structure.